DFT (wB97M-V/def2-TZVPD) results for a molecular structure, C31H21Cl5F3N4O7PtS2 in a non-equilibrium geometry.

CARTESIAN COORDINATES (ANGSTROEM)
Pt: -0.157 -0.705 -0.817
O: 0.143 -4.185 -1.197
S: 0.182 -3.483 0.379
O: 0.575 -4.670 1.037
O: 1.084 -2.377 0.091
C: -1.596 -3.111 0.297
C: -2.487 -3.958 -0.337
C: -3.847 -3.669 -0.281
C: -4.307 -2.565 0.420
C: -3.404 -1.734 1.070
C: -2.046 -1.995 0.978
S: -0.765 -1.335 2.053
O: -1.369 -0.798 3.231
O: -0.017 -2.590 2.218
O: -0.020 -0.290 1.325
H: -2.119 -4.840 -0.834
H: -4.549 -4.326 -0.768
H: -5.366 -2.363 0.479
H: -3.738 -0.912 1.682
Cl: -3.157 -1.340 -2.189
C: -2.090 -0.495 -3.237
C: -0.860 -0.124 -2.697
C: -0.004 0.570 -3.555
Cl: 1.496 1.021 -2.874
C: -0.311 0.849 -4.882
Cl: 0.815 1.629 -5.905
C: -1.557 0.451 -5.385
Cl: -1.972 0.775 -7.006
C: -2.458 -0.224 -4.554
Cl: -3.972 -0.739 -5.158
C: 2.911 1.849 6.179
C: 2.287 2.833 5.262
C: 1.506 3.892 5.741
C: 0.991 4.835 4.885
C: 1.225 4.741 3.501
N: 0.747 5.747 2.690
C: 0.868 5.899 1.308
O: 1.117 6.970 0.823
N: 0.708 4.769 0.529
C: -0.182 3.705 0.654
C: -1.219 3.659 1.586
C: -2.118 2.610 1.521
C: -1.963 1.637 0.547
N: -0.939 1.645 -0.299
C: -0.072 2.641 -0.251
C: 1.979 3.663 3.010
C: 2.497 2.736 3.880
H: 2.767 2.122 7.219
H: 3.978 1.770 5.973
H: 2.488 0.858 6.010
H: 1.314 3.967 6.800
H: 0.406 5.657 5.271
H: 0.605 6.637 3.157
H: 1.062 4.917 -0.410
H: -1.352 4.444 2.314
H: -2.944 2.558 2.210
H: -2.672 0.830 0.441
H: 0.743 2.623 -0.961
H: 2.203 3.592 1.959
H: 3.097 1.927 3.493
F: 1.914 -5.899 -5.567
C: 2.620 -5.699 -4.443
F: 3.887 -5.488 -4.803
F: 2.586 -6.846 -3.757
C: 2.043 -4.550 -3.646
C: 2.850 -3.467 -3.256
C: 2.215 -2.355 -2.679
N: 0.952 -2.308 -2.385
C: 0.166 -3.506 -2.442
C: 0.713 -4.559 -3.353
H: 3.909 -3.468 -3.459
H: 2.783 -1.452 -2.499
H: -0.864 -3.220 -2.717
H: 0.063 -5.376 -3.621

For the total energy, the calculation gives -148449.7413 eV. The value obtained for the HOMO energy (alpha / beta) is -9.9 / -9.9 eV. Its spin multiplicity is 1. As for the total charge: +1. As for the energy relative to the best compared isomer or geometry (same formula, charge and spin): 103.4 kcal per mole. For the LUMO energy (alpha / beta), the calculation gives -0.2865 / -0.2806 Ha.

Formally, the Mulliken partial charges of the atoms, in units of the elementary charge, are as follows: 0.92, -0.57, 1.47, -0.76, -0.65, 0.13, -0.46, -0.92, -1.04, -0.50, 0.51, 1.63, -0.71, -0.69, -0.59, 0.65, 0.43, 0.45, 0.67, -0.08, 1.25, -2.10, 1.52, -0.16, -0.21, -0.17, 0.70, -0.16, -0.35, -0.16, -1.37, 0.82, -0.85, -0.73, 0.50, -0.08, 0.26, -0.63, -0.04, 0.20, -0.34, -1.18, -0.50, 0.15, -0.52, 0.01, -1.02, 0.36, 0.34, 0.29, 0.35, 0.38, 0.25, 0.23, 0.57, 0.47, 0.74, 0.38, 0.60, 0.39, -0.24, 0.70, -0.27, -0.22, 0.16, -0.61, -0.39, 0.23, 0.56, -0.95, 0.57, 0.56, 0.26, 0.54

DFT (wB97M-V/def2-TZVPD) results for a single C3H5NOS2 molecule in a non-equilibrium geometry.

CARTESIAN COORDINATES (ANGSTROEM)
C: -1.783 -0.564 0.613
C: 0.596 1.502 -0.364
C: 1.693 -0.692 -0.429
H: -1.944 0.429 1.059
H: -1.208 -1.187 1.302
H: -2.740 -1.062 0.433
H: 1.615 1.938 -0.235
H: 1.415 -1.736 -0.467
N: 0.562 0.089 -0.472
O: -0.434 2.102 -0.366
S: -0.973 -0.636 -0.929
S: 3.201 -0.182 -0.145

For the total energy, the calculation gives -28399.2446 eV. The value obtained for the HOMO energy is -9.0 eV. Its spin multiplicity is 1. As for the energy relative to the best compared isomer or geometry (same formula, charge and spin): 22.7 kcal per mole. For the LUMO energy, the calculation gives -0.0100 Ha.

Formally, the natural (NBO) partial charges of the atoms, in units of the elementary charge, are as follows: -0.79, 0.53, -0.09, 0.24, 0.22, 0.24, 0.17, 0.21, -0.61, -0.53, 0.45, -0.05

DFT (wB97M-V/def2-TZVPD) results for a molecular structure, C20H23B2F9MoN3O8 in a non-equilibrium geometry.

CARTESIAN COORDINATES (ANGSTROEM)
Mo: -2.903 1.179 2.367
O: -3.476 5.173 1.961
C: -3.038 4.081 1.439
O: -3.034 3.007 2.029
C: -2.507 4.125 0.027
O: -2.498 2.836 -0.525
C: -3.743 2.383 -1.040
C: -4.725 1.757 -0.018
O: -5.907 1.877 -0.188
O: -4.156 1.047 0.934
H: -3.826 5.006 2.858
H: -1.467 4.457 0.068
H: -3.096 4.836 -0.560
H: -3.495 1.599 -1.758
H: -4.275 3.183 -1.558
C: 3.601 -2.743 1.988
C: 2.259 -3.392 1.661
N: 1.201 -2.400 1.454
C: 0.291 -2.213 2.432
C: -0.691 -1.270 2.379
C: -1.744 -1.262 3.457
O: -1.625 -1.901 4.465
O: -2.797 -0.553 3.109
C: -0.733 -0.371 1.286
O: -1.599 0.558 1.236
C: 0.183 -0.601 0.211
C: 0.097 0.162 -0.955
C: 0.893 -0.134 -2.026
F: 0.722 0.568 -3.163
C: 1.837 -1.166 -1.983
C: 1.953 -1.890 -0.801
C: 1.131 -1.643 0.298
N: 2.683 -1.497 -3.065
C: 2.965 -0.537 -4.117
C: 4.358 -0.818 -4.665
N: 4.400 -2.225 -5.186
C: 4.040 -3.208 -4.113
C: 2.658 -2.853 -3.581
H: 4.357 -3.517 2.112
H: 3.526 -2.179 2.917
H: 3.912 -2.054 1.202
H: 1.955 -4.019 2.496
H: 2.336 -4.037 0.785
H: 0.341 -2.866 3.294
H: -0.633 0.963 -1.007
H: 2.697 -2.672 -0.755
H: 2.950 0.473 -3.718
H: 2.231 -0.593 -4.935
H: 5.096 -0.733 -3.869
H: 4.606 -0.133 -5.473
H: 5.322 -2.436 -5.570
H: 3.718 -2.309 -5.944
H: 4.780 -3.118 -3.320
H: 4.063 -4.217 -4.523
H: 2.385 -3.555 -2.798
H: 1.918 -2.955 -4.393
F: -1.221 1.524 3.719
B: -0.333 2.784 3.469
F: 0.821 2.599 4.150
F: -0.141 2.796 2.078
F: -1.099 3.854 3.872
F: -5.406 3.606 3.653
B: -5.778 2.346 3.993
F: -6.289 1.594 3.025
F: -6.119 2.133 5.250
F: -3.933 1.564 3.932

For the total energy, the calculation gives -69636.4791 eV. The value obtained for the HOMO energy (alpha / beta) is -9.9 / -11.7 eV. Its spin multiplicity is 3. As for the total charge: +1. As for the energy relative to the best compared isomer or geometry (same formula, charge and spin): 43.7 kcal per mole. For the LUMO energy (alpha / beta), the calculation gives -0.1362 / -0.1366 Ha.

Formally, the Mulliken partial charges of the atoms, in units of the elementary charge, are as follows: 1.86, -0.46, 0.67, -0.06, -0.71, -0.28, -0.37, 0.37, -0.59, -0.65, 0.43, 0.33, 0.43, 0.33, 0.32, -1.05, -0.92, 0.15, 0.07, -0.22, 0.08, -0.64, -0.54, 1.35, -0.36, 0.83, -0.44, 0.22, -0.36, -1.42, -0.69, -0.03, 0.29, -0.67, -0.98, -0.12, -0.71, -0.64, 0.38, 0.36, 0.33, 0.44, 0.40, 0.56, 0.75, 0.74, 0.50, 0.42, 0.37, 0.44, 0.35, 0.39, 0.38, 0.41, 0.47, 0.23, -0.43, 0.58, -0.28, -0.38, -0.34, -0.28, 0.64, -0.25, -0.20, -0.84

Please write out number 2 again, unchanged.
DFT (wB97M-V/def2-TZVPD) results for a single C3H5NOS2 molecule in a non-equilibrium geometry.

CARTESIAN COORDINATES (ANGSTROEM)
C: -1.783 -0.564 0.613
C: 0.596 1.502 -0.364
C: 1.693 -0.692 -0.429
H: -1.944 0.429 1.059
H: -1.208 -1.187 1.302
H: -2.740 -1.062 0.433
H: 1.615 1.938 -0.235
H: 1.415 -1.736 -0.467
N: 0.562 0.089 -0.472
O: -0.434 2.102 -0.366
S: -0.973 -0.636 -0.929
S: 3.201 -0.182 -0.145

For the total energy, the calculation gives -28399.2446 eV. The value obtained for the HOMO energy is -9.0 eV. Its spin multiplicity is 1. As for the energy relative to the best compared isomer or geometry (same formula, charge and spin): 22.7 kcal per mole. For the LUMO energy, the calculation gives -0.0100 Ha.

Formally, the natural (NBO) partial charges of the atoms, in units of the elementary charge, are as follows: -0.79, 0.53, -0.09, 0.24, 0.22, 0.24, 0.17, 0.21, -0.61, -0.53, 0.45, -0.05